62
Properties=species:S:1:pos:R:3:forces:R:3 method="wB97M-V/def2-TZVPD" homo_energy_ev=-13.4 e_above_lowest_kj_mol=156.54 e_tot_ev=-140842.7053 total_charge=+2
Ir -0.60697 -1.35475 -1.32312 -0.288 -0.073 -0.073
S -1.01257 -3.39490 -2.40179 0.188 0.195 0.005
C 0.67085 -3.12239 -2.81375 -0.243 -0.260 0.142
N 1.04612 -1.97648 -2.29445 -0.004 -0.103 0.315
C 2.40904 -1.73807 -2.42584 0.106 0.131 -0.107
C 3.12398 -0.62062 -2.01218 0.105 0.004 0.023
C 4.47665 -0.57755 -2.29190 -0.047 0.019 0.019
C 5.10974 -1.61897 -2.97691 -0.034 -0.046 -0.017
C 4.40204 -2.72866 -3.40032 0.052 0.035 0.010
C 3.04387 -2.77826 -3.11231 -0.064 -0.015 -0.001
S 1.90322 -4.04323 -3.52922 0.011 0.090 -0.101
H 2.64600 0.20298 -1.49664 -0.043 -0.005 -0.013
H 5.05213 0.28564 -1.98700 0.015 -0.007 0.001
H 6.16812 -1.55343 -3.18612 0.002 0.000 -0.002
H 4.89007 -3.52855 -3.93996 0.003 -0.001 0.002
C -3.77615 -1.30426 -0.74038 0.041 0.008 -0.070
O -2.48562 -0.67244 -0.51805 0.201 0.083 0.004
C -2.49409 0.68482 -0.15502 0.084 0.024 0.011
C -3.63528 1.37615 0.19703 0.014 0.034 0.024
C -3.52672 2.73929 0.46612 -0.091 -0.013 0.013
Br -5.07526 3.68949 0.94105 0.028 -0.021 -0.009
C -2.31745 3.40310 0.37010 0.062 0.084 -0.034
C -1.16444 2.69869 0.03910 -0.017 -0.119 -0.023
C -1.27015 1.33689 -0.19142 -0.111 -0.087 0.044
O -0.15220 0.56976 -0.52187 -0.104 -0.146 -0.161
C 0.12719 3.35892 -0.20695 0.012 0.047 -0.054
N 0.27800 4.42543 -0.90814 -0.159 0.050 0.098
C 1.65407 4.63317 -0.99068 0.167 -0.027 0.017
C 2.35513 5.66318 -1.61096 -0.016 -0.007 0.006
C 3.73222 5.64077 -1.51174 -0.012 0.022 -0.013
C 4.40171 4.62550 -0.81473 0.015 -0.005 0.009
C 3.71767 3.58903 -0.20501 -0.002 -0.032 0.006
C 2.33621 3.61589 -0.32098 -0.014 0.059 -0.042
N 1.34183 2.73288 0.13743 -0.015 -0.145 -0.032
H -4.27199 -1.45111 0.21704 0.003 -0.006 0.003
H -3.56674 -2.25332 -1.22251 -0.013 -0.011 0.021
H -4.37156 -0.68015 -1.40321 -0.006 -0.006 -0.003
H -4.60003 0.89614 0.26030 -0.002 -0.003 -0.005
H -2.25670 4.47008 0.53350 0.012 -0.004 -0.003
H 0.63249 1.14952 -0.65812 0.096 0.131 0.041
H 1.83129 6.44994 -2.13552 0.003 0.000 -0.003
H 4.31286 6.42808 -1.97216 -0.005 0.002 -0.001
H 5.48072 4.65893 -0.74805 -0.001 -0.004 0.002
H 4.23836 2.81472 0.34434 0.003 0.006 -0.014
H 1.44606 2.25409 1.02226 -0.004 0.121 0.085
C -0.74669 -1.38485 2.30054 0.021 0.012 0.026
Te -0.02069 -2.66073 0.75174 0.033 0.012 -0.098
C -1.77307 -3.81356 1.10969 -0.018 -0.006 0.019
C -2.21530 -3.41386 2.49578 0.000 0.008 0.031
C -3.11732 -4.20527 3.20070 -0.016 -0.017 -0.017
C -3.53306 -3.82371 4.46490 0.005 0.008 0.001
C -3.04208 -2.65653 5.03740 0.003 -0.005 -0.013
C -2.13569 -1.87143 4.34507 -0.008 0.035 0.009
C -1.72367 -2.24407 3.06966 -0.009 -0.036 -0.032
H -1.21099 -0.50705 1.85113 0.021 0.000 -0.011
H 0.10002 -1.06609 2.90663 0.011 -0.012 -0.016
H -1.50839 -4.86604 1.02409 0.015 0.007 0.002
H -2.50172 -3.57693 0.33656 0.010 -0.007 -0.028
H -3.48809 -5.12388 2.76282 0.001 0.003 0.004
H -4.22949 -4.44438 5.01162 0.000 -0.001 -0.001
H -3.35570 -2.36686 6.03080 0.002 0.003 0.001
H -1.74178 -0.97069 4.79961 -0.002 -0.003 0.002

69
Properties=species:S:1:pos:R:3:forces:R:3 method="wB97M-V/def2-TZVPD" homo_energy_ev=-1.9 e_above_lowest_kj_mol=202.89 e_tot_ev=-95983.4971 total_charge=-2
Sn 0.04658 0.16414 -0.13176 0.266 0.090 0.625
C 1.83095 -4.27133 1.10752 -0.341 0.024 0.047
C 0.92451 -3.21656 1.71613 0.710 0.206 -0.612
O -0.01555 -2.77727 1.07837 -0.098 -0.001 -0.055
C 1.57059 -2.41348 2.85484 -0.357 0.141 0.049
C -0.27149 -0.54064 3.12047 -0.442 0.106 -0.010
C -0.74320 -0.59985 4.53973 -0.256 0.026 -0.077
N -0.93842 0.01477 2.18321 0.442 -0.232 -0.526
N -2.13112 0.62061 2.43759 -0.481 0.207 0.735
C -2.67141 1.15908 1.37278 0.291 -0.316 -0.089
O -2.26803 1.10366 0.17115 -0.189 -0.152 -0.330
C -3.90883 1.94438 1.64217 -0.290 0.215 -0.010
C -4.79319 2.22145 0.60318 0.211 -0.118 0.038
C -5.91782 2.99358 0.82394 -0.196 0.043 -0.074
C -6.17481 3.50350 2.08542 -0.064 0.124 0.039
C -5.28910 3.24456 3.12123 -0.216 0.105 0.067
C -4.16790 2.46766 2.90393 0.052 -0.035 0.030
H 2.47051 -3.75836 0.38779 0.085 0.041 -0.064
H 1.21846 -4.99446 0.57829 -0.012 -0.106 -0.061
H 2.43864 -4.76754 1.85762 0.106 -0.059 0.070
H 2.65097 -2.40026 2.65172 -0.094 0.005 -0.056
H -0.53319 -1.56977 4.98216 0.025 -0.045 0.041
H -1.81441 -0.40339 4.56478 0.080 0.015 0.028
H -0.22834 0.16284 5.12676 0.061 -0.008 0.053
H -4.57415 1.82096 -0.37567 0.071 -0.007 -0.067
H -6.59807 3.20558 0.00856 -0.039 -0.015 -0.045
H -7.05350 4.11302 2.25842 -0.020 0.020 0.009
H -5.48259 3.66275 4.09988 0.026 -0.004 0.101
H -3.46640 2.26026 3.69704 0.058 -0.039 0.049
S 2.55437 -2.75275 -3.43520 -0.306 0.466 0.497
C 3.65783 -2.33450 -2.18488 0.070 -0.252 -0.336
C 3.14199 -1.44353 -1.29778 0.286 -0.060 0.018
C 1.81275 -1.02465 -1.56748 -0.439 0.031 0.016
C 1.34793 -1.65699 -2.68555 1.296 -0.367 0.087
C 0.03143 -1.55063 -3.21958 -0.917 -0.013 -0.484
C -0.42712 -2.26206 -4.34307 0.160 0.081 0.171
C -1.73814 -2.12524 -4.73679 -0.150 0.106 0.054
C -2.58502 -1.28920 -4.01528 -0.017 -0.109 -0.167
C -2.05118 -0.61264 -2.93275 -0.425 0.077 -0.131
N -0.79436 -0.72372 -2.55780 0.331 -0.147 0.027
H 4.63509 -2.78878 -2.19542 0.138 -0.002 0.086
H 3.70436 -1.08507 -0.44991 0.161 0.056 0.132
H 0.25140 -2.91277 -4.87576 0.017 -0.054 -0.030
H -2.11065 -2.66884 -5.59649 0.005 -0.027 -0.018
H -3.62445 -1.17769 -4.28670 -0.052 0.052 0.024
H -2.64897 0.04971 -2.32033 -0.155 0.096 0.068
Cl 0.52971 2.35732 -2.15197 0.184 0.187 -0.500
C 0.06013 3.82795 -1.27848 -0.127 0.009 0.313
Cl -0.23516 3.49194 0.42789 0.036 0.408 -0.102
H -0.85746 4.20193 -1.72546 0.122 -0.029 0.020
H 0.88019 4.53731 -1.35986 -0.115 -0.087 0.002
O 3.12240 2.10297 2.92966 0.361 0.318 0.361
C 2.33563 1.25941 2.50741 0.217 -0.009 0.189
O 1.71269 1.33632 1.40175 -0.299 -0.372 -0.611
C 2.08125 0.00612 3.36215 0.218 0.057 0.024
C 2.71028 -0.18188 4.53362 0.036 0.536 -0.265
C 2.60325 -1.27891 5.47049 -0.624 -0.600 -0.906
C 1.95130 -2.49807 5.34379 0.007 -0.165 0.323
C 1.37273 -3.02195 4.19876 0.651 0.838 -0.425
C 1.12424 -0.95135 2.74316 0.199 -0.221 -0.322
N 0.62643 -4.15685 4.21969 -0.421 -0.803 0.414
O 0.17716 -4.57503 3.11621 -0.181 -0.304 0.618
O 0.38856 -4.76729 5.27308 -0.037 0.010 -0.022
N 3.21604 -1.06445 6.71830 0.459 -0.028 1.049
O 3.32159 -2.01297 7.50703 0.065 0.095 0.135
O 3.64396 0.05476 7.00829 -0.059 -0.102 -0.056
H 3.37947 0.60544 4.86432 -0.102 0.015 -0.223
H 1.88845 -3.10119 6.24472 -0.024 0.074 -0.175
H 1.20837 -0.76423 1.67180 0.039 0.009 0.238

62
Properties=species:S:1:pos:R:3:forces:R:3 method="wB97M-V/def2-TZVPD" homo_energy_ev=-1.2 e_above_lowest_kj_mol=0.00 e_tot_ev=-102294.9723 total_charge=-2
Ni -0.49555 0.31760 1.37361 0.040 0.081 -0.063
C -0.58407 -3.41385 -0.48573 0.017 -0.009 -0.012
C -0.32048 -2.18980 0.31257 -0.012 0.022 0.035
N -1.10020 -1.18557 0.43341 -0.044 -0.057 -0.044
N -2.33447 -1.08749 -0.16723 0.010 0.008 0.000
C -2.79274 0.10657 0.13094 0.017 0.004 0.010
O -2.17912 0.98156 0.84518 -0.028 0.010 -0.005
C -4.12660 0.50063 -0.40286 -0.013 -0.007 -0.006
C -4.57562 1.80141 -0.19807 0.001 -0.002 0.002
C -5.81233 2.19503 -0.68848 -0.004 0.003 -0.001
C -6.60758 1.29330 -1.38229 0.002 -0.001 0.002
C -6.16030 -0.00663 -1.58671 0.001 0.000 0.002
C -4.92412 -0.40225 -1.10047 0.006 0.003 -0.001
C 0.93096 -1.99799 1.07857 -0.022 -0.003 -0.008
C 1.88169 -2.98529 1.23076 0.003 -0.021 -0.007
C 2.99526 -2.71925 2.01037 0.003 0.018 0.008
C 3.12493 -1.47688 2.59805 -0.004 -0.008 -0.009
C 2.12947 -0.53476 2.39436 0.000 0.007 -0.012
N 1.05816 -0.78263 1.65670 -0.033 -0.031 0.085
H -1.56178 -3.34064 -0.95336 -0.004 -0.002 0.004
H -0.53124 -4.30553 0.14408 0.006 0.006 0.006
H 0.18586 -3.50434 -1.25628 -0.009 0.000 -0.004
H -3.93905 2.48897 0.34458 0.001 0.000 -0.001
H -6.15439 3.21054 -0.52857 -0.001 0.000 0.000
H -7.57378 1.60148 -1.76458 0.000 0.000 0.000
H -6.77761 -0.71364 -2.12796 0.000 0.000 0.000
H -4.55555 -1.40769 -1.25110 -0.002 -0.001 -0.001
H 1.73479 -3.95372 0.77468 0.007 -0.001 0.001
H 3.75004 -3.48134 2.15247 -0.002 -0.003 -0.002
H 3.98083 -1.22355 3.20733 -0.001 -0.001 0.000
H 2.18626 0.44998 2.83572 0.003 -0.001 0.004
Te 2.88107 -0.26298 -1.69921 0.007 0.015 0.015
C 4.46790 -0.33260 -3.09470 0.004 0.002 -0.020
C 4.31634 0.13957 -4.40593 -0.003 -0.001 0.007
C 5.35652 0.09976 -5.32382 0.003 -0.001 -0.001
C 6.59690 -0.41632 -4.96687 -0.003 0.002 -0.001
C 6.77013 -0.89119 -3.67218 0.001 -0.001 0.000
C 5.72651 -0.84923 -2.75802 -0.003 -0.001 0.008
H 3.35631 0.54537 -4.70186 0.000 0.000 0.000
H 5.19596 0.47582 -6.32942 0.001 0.000 0.000
H 7.41059 -0.44887 -5.68256 0.000 0.000 -0.001
H 7.72906 -1.30039 -3.36985 0.000 0.000 0.000
H 5.87941 -1.22473 -1.75316 0.002 0.000 -0.001
N -0.44483 -2.62162 4.00404 0.080 -0.028 0.029
C -0.21319 -3.75444 3.86957 -0.103 -0.023 -0.023
N 0.01388 -5.05091 3.82228 0.061 0.010 0.020
C 0.28425 -5.60518 2.66725 -0.010 0.005 -0.001
N 0.53266 -6.18180 1.68384 0.002 0.005 -0.008
Cl -2.26811 2.74247 4.00761 0.002 0.000 -0.001
C -1.80511 3.54717 2.52545 -0.004 -0.005 -0.004
C -2.61105 4.58727 2.08807 0.005 -0.002 0.001
C -2.30993 5.24360 0.90582 -0.002 -0.001 0.002
C -1.19432 4.84030 0.17927 0.002 0.001 -0.003
C -0.40288 3.80359 0.63554 0.009 -0.003 0.002
C -0.67664 3.11182 1.82618 -0.012 0.009 0.011
C 0.14805 1.95653 2.22102 0.017 -0.019 -0.005
H -3.47510 4.86590 2.67774 -0.001 0.003 -0.002
H -2.94071 6.05139 0.55556 -0.001 0.000 0.001
H -0.94595 5.33078 -0.75440 0.000 0.001 0.000
H 0.44955 3.47678 0.05027 -0.001 0.003 -0.002
H 0.14941 1.79172 3.30080 0.013 0.005 0.001
H 1.17164 2.09618 1.86197 -0.001 0.007 -0.006